Below is C16H17Cl6NO2 as an isolated structure in a non-equilibrium geometry, with properties calculated with ωB97M-V/def2-TZVPD.

Its gap between HOMO and LUMO is 0.1422 Ha. The value obtained for the HOMO energy is -6.92 eV. As for the LUMO energy: -3.051 eV.

Atoms and positions in Å:
1 Cl -0.826801 -0.852456 0.621704
2 C -0.615475 -3.359599 1.644868
3 Cl -0.917231 -4.302419 0.241025
4 C 0.823195 -3.367395 2.007171
5 O 1.655397 -3.246617 1.122514
6 C 1.163106 -3.327130 3.446326
7 Cl 2.845134 -3.422253 3.834900
8 C 0.190712 -3.354894 4.450621
9 Cl 0.639337 -3.663734 6.091191
10 C -1.158631 -3.306484 4.075274
11 Cl -2.371866 -3.456207 5.263528
12 C -1.504942 -3.386111 2.667112
13 Cl -3.164641 -3.295195 2.239400
14 C -2.011668 0.112968 -3.383125
15 C -0.581805 -0.428477 -3.440130
16 C 0.411674 0.450612 -2.682361
17 C -0.159520 1.086279 -1.450536
18 N 0.645085 1.920586 -0.715870
19 C 2.082891 1.751529 -0.826025
20 C 2.813418 2.435084 0.328785
21 O 2.357390 3.780731 0.507082
22 C 0.980602 3.831991 0.868860
23 C 0.088688 3.168453 -0.196659
24 C -1.458124 0.784500 -1.008592
25 C -2.498590 0.260329 -1.931639
26 H -2.052153 1.091037 -3.877796
27 H -2.668192 -0.548744 -3.950951
28 H -0.563502 -1.444561 -3.022766
29 H -0.247634 -0.501708 -4.475522
30 H 1.262406 -0.179370 -2.385762
31 H 0.824576 1.219036 -3.365501
32 H 2.315110 0.681180 -0.795514
33 H 2.449243 2.183302 -1.769095
34 H 2.670326 1.837330 1.242149
35 H 3.877124 2.549375 0.089064
36 H 0.792283 3.344313 1.836406
37 H 0.753181 4.903015 0.902190
38 H -0.015607 3.903610 -1.023932
39 H -0.902377 2.981614 0.236935
40 H -1.748856 1.001616 0.010357
41 H -3.414652 0.879480 -1.921085
42 H -2.758610 -0.714618 -1.504600

Cartesian forces (eV/Å) of the 3 atoms listed first:
Cl 0.30 -1.45 -0.15
C 2.04 -0.67 -0.43
Cl -0.30 0.51 -0.41

Below is a 2-piece molecular cluster, C3H10NOS overall in a non-equilibrium geometry, with properties calculated with ωB97M-V/def2-TZVPD.

The energy above the lowest of the compared OMol25 structures with the same formula, charge and spin is 39.2 kcal per mole. Its gap between HOMO and LUMO is 0.2352 Ha. The value obtained for the HOMO energy is -2.99 eV. As for the total charge: -1. As for the LUMO energy: 3.412 eV.

Atoms and positions in Å:
1 N -1.159747 -2.296408 -2.132955
2 C -1.165841 -1.014208 -1.283242
3 O -1.242424 -1.219343 0.010839
4 H -2.018124 -2.815700 -1.905023
5 H -0.374862 -2.848156 -1.746859
6 H -0.270514 -0.426275 -1.620325
7 H -2.021118 -0.490485 -1.746084
8 C 1.490256 -0.442844 1.132966
9 C 0.461406 0.680709 1.374985
10 S 0.830737 2.230963 0.518231
11 H 2.484842 -0.157402 1.413790
12 H 1.481048 -0.658360 0.073289
13 H 1.140313 -1.311087 1.653840
14 H -0.548235 0.323606 0.942502
15 H 0.432115 0.946180 2.465925
16 H -0.254565 2.229928 -0.327031

Cartesian forces (eV/Å) of the 3 atoms listed first:
N 0.69 0.05 0.16
C -0.27 -0.75 -0.80
O -0.16 0.09 0.66